17 unconnected molecules or ions with the total composition C70H167Br16N9 at a distorted geometry. Source: the OMol25 dataset; level of theory: ωB97M-V/def2-TZVPD.

DFT total energy = -1209387.7217 eV
charge = 0
E_LUMO = 0.1 eV
spin multiplicity = 1

Bonds (Å) are listed after each position.
Cartesian coordinates (Å):
1 Br 19.391 22.168 20.827  C39 1.975
2 Br 13.909 18.390 16.555  C60 1.956
3 Br 17.052 21.883 17.257  C31 2.013
4 Br 18.803 17.774 14.451  C48 1.990
5 Br 16.167 20.593 13.234  C68 1.958
6 Br 25.134 23.889 20.203  C89 2.019
7 Br 21.880 19.998 14.575  C94 2.006
8 Br 17.801 18.479 18.100  C27 1.985
9 Br 19.272 22.656 13.304  C47 1.961
10 Br 16.682 25.824 19.354  C86 1.989
11 Br 21.976 21.869 17.677  C42 1.957
12 Br 16.498 25.175 14.750  C59 1.952
13 Br 21.974 25.444 15.689  C49 1.981
14 Br 17.289 20.405 22.974  C82 1.970
15 Br 21.910 13.556 17.511  C93 2.018
16 Br 22.855 16.971 16.617  C29 1.973
17 N 16.974 13.125 19.253  C37 1.473, C45 1.492, C88 1.457
18 N 13.129 22.537 21.117  C56 1.460, C57 1.465, C76 1.415
19 N 21.222 27.024 21.784  C34 1.437, C71 1.424, C83 1.423
20 N 12.554 24.061 14.515  C36 1.438, C66 1.468, C72 1.452
21 N 13.657 16.971 22.487  C40 1.421, C52 1.482, C67 1.481
22 N 23.517 22.395 23.947  C38 1.468, C73 1.481, C75 1.447
23 N 25.897 21.537 15.517  C32 1.430, C91 1.489, C92 1.455
24 N 15.159 14.630 12.138  C41 1.447, C77 1.435, C81 1.444
25 N 22.031 17.179 21.073  C35 1.463, C51 1.455, C64 1.440
26 C 26.382 19.019 16.024  C91 1.581, H124 1.133, H125 1.080, H243 1.112
27 C 19.128 19.813 17.465  Br8 1.985, C31 1.535, H136 1.089, H165 1.116
28 C 24.800 24.262 25.015  C38 1.540, H131 1.095, H212 1.089, H260 1.052
29 C 21.206 16.373 17.519  Br16 1.973, C93 1.563, H107 1.098, H216 1.058
30 C 13.898 24.782 21.841  C56 1.500, H110 1.091, H138 1.107, H176 1.108
31 C 18.505 20.763 16.431  Br3 2.013, C27 1.535, H143 1.118, H223 1.115
32 C 26.919 21.503 14.517  N23 1.430, C69 1.508, H173 1.110, H196 1.101
33 C 24.804 20.202 23.674  C73 1.559, H119 1.076, H135 1.115, H186 1.076
34 C 21.101 25.748 22.435  N19 1.437, C58 1.560, H161 1.093, H188 1.107
35 C 21.854 16.337 22.257  N25 1.463, C90 1.524, H155 1.114, H167 1.088
36 C 12.328 23.190 15.637  N20 1.438, C43 1.542, H146 1.101, H199 1.097
37 C 16.899 14.044 20.402  N17 1.473, C65 1.554, H182 1.083, H261 1.087
38 C 24.436 23.516 23.718  N22 1.468, C28 1.540, H103 1.085, H158 1.130
39 C 17.470 22.567 21.057  Br1 1.975, C82 1.507, H98 1.089, H242 1.105
40 C 14.656 17.649 21.737  N21 1.421, C95 1.510, H113 1.058, H229 1.122
41 C 16.262 15.565 12.214  N24 1.447, C79 1.502, H139 1.108, H250 1.076
42 C 22.876 23.341 18.600  Br11 1.957, C89 1.525, H149 1.071, H241 1.105
43 C 11.547 21.863 15.565  C36 1.542, H180 1.092, H189 1.096, H253 1.092
44 C 13.735 21.663 18.863  C57 1.516, H99 1.082, H156 1.069, H221 1.075
45 C 17.757 13.658 18.100  N17 1.492, C63 1.492, H117 1.066, H200 1.121
46 C 12.857 20.928 22.986  C76 1.519, H111 1.102, H234 1.104, H237 1.108
47 C 20.159 23.507 14.832  Br9 1.961, C49 1.516, H142 1.077, H228 1.099
48 C 19.809 18.720 13.019  Br4 1.990, C94 1.514, H209 1.101, H215 1.099
49 C 21.172 24.433 14.186  Br13 1.981, C47 1.516, H168 1.078, H233 1.083
50 C 15.444 13.987 9.777  C81 1.521, H109 1.132, H133 1.091, H160 1.095
51 C 21.144 18.328 21.171  N25 1.455, C87 1.549, H132 1.104, H255 1.122
52 C 12.340 17.521 22.085  N21 1.482, C70 1.511, H121 1.102, H129 1.122
53 C 20.725 26.165 19.513  C83 1.525, H179 1.101, H236 1.096, H247 1.076
54 C 26.738 23.522 16.724  C92 1.510, H148 1.072, H231 1.092, H244 1.112
55 C 10.383 25.144 14.800  C72 1.486, H159 1.095, H225 1.091, H248 1.075
56 C 12.825 23.735 21.893  N18 1.460, C30 1.500, H163 1.120, H211 1.068
57 C 12.973 22.696 19.669  N18 1.465, C44 1.516, H128 1.095, H175 1.141
58 C 19.667 25.307 22.859  C34 1.560, H192 1.109, H194 1.088, H197 1.080
59 C 16.028 25.471 16.622  Br12 1.952, C86 1.531, H230 1.102, H239 1.118
60 C 15.311 18.911 15.295  Br2 1.956, C68 1.532, H144 1.069, H171 1.115
61 C 23.878 18.615 19.969  C64 1.552, H100 1.130, H127 1.089, H251 1.081
62 C 14.469 12.289 12.701  C77 1.506, H104 1.078, H130 1.102, H235 1.091
63 C 17.062 14.773 17.393  C45 1.492, H227 1.098, H240 1.116, H262 1.076
64 C 23.428 17.516 20.968  N25 1.440, C61 1.552, H114 1.110, H207 1.091
65 C 18.191 14.439 21.171  C37 1.554, H116 1.099, H157 1.070, H193 1.057
66 C 13.334 23.311 13.523  N20 1.468, C74 1.490, H195 1.130, H204 1.093
67 C 13.664 15.500 22.320  N21 1.481, C78 1.509, H140 1.072, H205 1.120
68 C 14.872 20.234 14.658  Br5 1.958, C60 1.532, H174 1.086, H201 1.089
69 C 26.500 20.912 13.195  C32 1.508, H206 1.124, H210 1.119, H249 1.099
70 C 11.353 17.458 23.226  C52 1.511, H108 1.123, H170 1.060, H214 1.101
71 C 21.135 28.122 22.686  N19 1.424, C85 1.505, H150 1.137, H213 1.087
72 C 11.303 24.431 13.878  N20 1.452, C55 1.486, H126 1.106, H134 1.108
73 C 23.801 21.233 23.074  N22 1.481, C33 1.559, H112 1.094, H122 1.127
74 C 13.815 24.176 12.410  C66 1.490, H177 1.110, H178 1.090, H259 1.067
75 C 22.127 22.789 23.848  N22 1.447, C84 1.518, H152 1.103, H166 1.112
76 C 12.483 21.367 21.582  N18 1.415, C46 1.519, H162 1.081, H220 1.108
77 C 15.526 13.361 12.700  N24 1.435, C62 1.506, H183 1.144, H232 1.095
78 C 14.619 14.806 23.260  C67 1.509, H115 1.085, H123 1.073, H187 1.106
79 C 15.859 16.998 12.014  C41 1.502, H164 1.092, H169 1.093, H245 1.106
80 C 17.265 10.706 18.758  C88 1.548, H172 1.101, H203 1.068, H258 1.090
81 C 14.527 14.568 10.841  N24 1.444, C50 1.521, H105 1.110, H202 1.094
82 C 16.677 21.316 21.337  Br14 1.970, C39 1.507, H120 1.115, H246 1.090
83 C 20.366 27.115 20.650  N19 1.423, C53 1.525, H181 1.093, H208 1.113
84 C 21.305 21.863 24.726  C75 1.518, H217 1.113, H224 1.094, H238 1.072
85 C 22.335 28.349 23.566  C71 1.505, H222 1.109, H226 1.069, H252 1.141
86 C 17.290 25.655 17.468  Br10 1.989, C59 1.531, H96 1.121, H118 1.062
87 C 19.639 17.964 21.115  C51 1.549, H97 1.090, H145 1.103, H256 1.073
88 C 17.525 11.870 19.746  N17 1.457, C80 1.548, H102 1.084, H254 1.118
89 C 23.451 22.812 19.910  Br6 2.019, C42 1.525, H154 1.092, H218 1.080
90 C 22.436 14.941 22.076  C35 1.524, H185 1.107, H190 1.088, H219 1.085
91 C 25.340 20.175 15.746  N23 1.489, C26 1.581, H101 1.103, H137 1.074
92 C 26.411 22.049 16.778  N23 1.455, C54 1.510, H153 1.106, H191 1.146
93 C 21.558 15.251 18.549  Br15 2.018, C29 1.563, H141 1.115, H257 1.074
94 C 21.308 18.639 13.214  Br7 2.006, C48 1.514, H106 1.109, H151 1.091
95 C 14.585 17.643 20.229  C40 1.510, H147 1.108, H184 1.047, H198 1.094
96 H 17.831 24.673 17.446  C86 1.121
97 H 19.045 18.826 20.812  C87 1.090
98 H 17.235 23.016 20.093  C39 1.089
99 H 14.672 21.343 19.297  C44 1.082
100 H 23.500 18.516 18.909  C61 1.130
101 H 24.635 20.244 16.592  C91 1.103
102 H 17.123 11.684 20.735  C88 1.084
103 H 25.348 23.116 23.286  C38 1.085
104 H 14.313 11.924 11.699  C62 1.078
105 H 13.613 13.940 10.897  C81 1.110
106 H 21.800 18.940 12.267  C94 1.109
107 H 20.823 17.307 17.951  C29 1.098
108 H 11.703 17.996 24.148  C70 1.123
109 H 14.891 14.060 8.793  C50 1.132
110 H 14.226 25.091 20.848  C30 1.091
111 H 13.934 20.698 22.950  C46 1.102
112 H 22.877 20.677 22.890  C73 1.094
113 H 15.594 17.228 21.988  C40 1.058
114 H 23.796 17.873 21.952  C64 1.110
115 H 14.242 14.875 24.275  C78 1.085
116 H 18.501 13.533 21.711  C65 1.099
117 H 17.769 12.875 17.377  C45 1.066
118 H 17.822 26.514 17.140  C86 1.062
119 H 25.023 19.382 23.012  C33 1.076
120 H 15.604 21.590 21.470  C82 1.115
121 H 12.459 18.566 21.756  C52 1.102
122 H 24.190 21.563 22.069  C73 1.127
123 H 14.831 13.787 22.999  C78 1.073
124 H 27.180 18.968 15.221  C26 1.133
125 H 25.930 18.041 16.102  C26 1.080
126 H 10.812 23.564 13.398  C72 1.106
127 H 23.470 19.572 20.293  C61 1.089
128 H 13.413 23.663 19.402  C57 1.095
129 H 11.893 17.015 21.189  C52 1.122
130 H 14.794 11.411 13.284  C62 1.102
131 H 25.610 24.979 24.849  C28 1.095
132 H 21.415 19.068 20.399  C51 1.104
133 H 15.655 12.925 9.914  C50 1.091
134 H 11.636 25.165 13.117  C72 1.108
135 H 25.752 20.703 23.978  C33 1.115
136 H 19.886 19.205 16.974  C27 1.089
137 H 24.856 19.876 14.836  C91 1.074
138 H 13.612 25.751 22.293  C30 1.107
139 H 17.048 15.262 11.494  C41 1.108
140 H 12.700 15.045 22.433  C67 1.072
141 H 20.667 14.977 19.161  C93 1.115
142 H 19.432 24.053 15.409  C47 1.077
143 H 18.031 20.207 15.584  C31 1.118
144 H 16.235 19.134 15.784  C60 1.069
145 H 19.553 17.121 20.410  C87 1.103
146 H 13.353 22.915 15.932  C36 1.101
147 H 15.530 18.107 19.880  C95 1.108
148 H 27.534 23.785 16.056  C54 1.072
149 H 22.226 24.188 18.688  C42 1.071
150 H 20.195 28.059 23.322  C71 1.137
151 H 21.595 17.670 13.627  C94 1.091
152 H 22.016 23.791 24.295  C75 1.103
153 H 25.615 21.842 17.518  C92 1.106
154 H 23.759 21.772 19.781  C89 1.092
155 H 22.211 16.808 23.202  C35 1.114
156 H 13.140 20.787 18.721  C44 1.069
157 H 17.963 15.219 21.868  C65 1.070
158 H 23.978 24.185 22.930  C38 1.130
159 H 10.023 24.413 15.531  C55 1.095
160 H 16.421 14.474 9.683  C50 1.095
161 H 21.554 24.964 21.823  C34 1.093
162 H 12.721 20.525 20.947  C76 1.081
163 H 11.872 24.220 21.559  C56 1.120
164 H 15.081 17.298 12.719  C79 1.092
165 H 19.479 20.334 18.387  C27 1.116
166 H 21.707 22.821 22.820  C75 1.112
167 H 20.783 16.165 22.336  C35 1.088
168 H 20.875 25.111 13.403  C49 1.078
169 H 15.449 17.220 11.026  C79 1.093
170 H 11.071 16.485 23.538  C70 1.060
171 H 15.517 18.172 14.486  C60 1.115
172 H 17.978 10.751 17.920  C80 1.101
173 H 27.745 20.875 14.911  C32 1.110
174 H 14.876 21.038 15.387  C68 1.086
175 H 11.906 22.876 19.306  C57 1.141
176 H 14.799 24.462 22.402  C30 1.108
177 H 13.024 24.379 11.657  C74 1.110
178 H 14.163 25.136 12.792  C74 1.090
179 H 20.094 26.462 18.662  C53 1.101
180 H 11.743 21.371 16.520  C43 1.092
181 H 20.464 28.154 20.323  C83 1.093
182 H 16.186 13.607 21.089  C37 1.083
183 H 16.409 12.914 12.127  C77 1.144
184 H 14.482 16.744 19.702  C95 1.047
185 H 21.951 14.310 22.846  C90 1.107
186 H 24.422 19.832 24.609  C33 1.076
187 H 15.621 15.273 23.296  C78 1.106
188 H 21.779 25.797 23.309  C34 1.107
189 H 10.482 22.081 15.425  C43 1.096
190 H 22.178 14.590 21.079  C90 1.088
191 H 27.309 21.422 17.117  C92 1.146
192 H 18.997 25.109 21.997  C58 1.109
193 H 18.946 14.733 20.494  C65 1.057
194 H 19.119 26.003 23.490  C58 1.088
195 H 12.749 22.442 13.099  C66 1.130
196 H 27.296 22.515 14.300  C32 1.101
197 H 19.732 24.403 23.445  C58 1.080
198 H 13.869 18.364 19.824  C95 1.094
199 H 11.932 23.690 16.530  C36 1.097
200 H 18.816 13.946 18.323  C45 1.121
201 H 13.896 20.235 14.175  C68 1.089
202 H 14.247 15.595 10.593  C81 1.094
203 H 16.258 10.825 18.423  C80 1.068
204 H 14.224 22.903 14.008  C66 1.093
205 H 13.983 15.274 21.271  C67 1.120
206 H 25.681 21.467 12.662  C69 1.124
207 H 23.944 16.582 20.744  C64 1.091
208 H 19.279 26.948 20.822  C83 1.113
209 H 19.403 18.254 12.108  C48 1.101
210 H 27.356 20.842 12.478  C69 1.119
211 H 12.599 23.435 22.893  C56 1.068
212 H 23.999 24.930 25.327  C28 1.089
213 H 21.017 29.049 22.131  C71 1.087
214 H 10.414 17.920 22.882  C70 1.101
215 H 19.435 19.753 13.025  C48 1.099
216 H 20.501 16.061 16.795  C29 1.058
217 H 21.328 20.803 24.386  C84 1.113
218 H 22.777 22.952 20.742  C89 1.080
219 H 23.506 14.850 22.227  C90 1.085
220 H 11.389 21.522 21.497  C76 1.108
221 H 13.981 21.975 17.864  C44 1.075
222 H 23.333 28.310 23.084  C85 1.109
223 H 19.248 21.473 16.000  C31 1.115
224 H 21.756 21.952 25.719  C84 1.094
225 H 10.880 25.933 15.367  C55 1.091
226 H 22.362 27.662 24.385  C85 1.069
227 H 17.677 15.126 16.555  C63 1.098
228 H 20.690 22.765 15.445  C47 1.099
229 H 14.690 18.741 21.990  C40 1.122
230 H 15.586 24.532 16.994  C59 1.102
231 H 25.807 24.013 16.433  C54 1.092
232 H 15.883 13.568 13.714  C77 1.095
233 H 21.967 23.829 13.767  C49 1.083
234 H 12.256 20.078 23.353  C46 1.104
235 H 13.500 12.555 13.124  C62 1.091
236 H 21.786 26.329 19.289  C53 1.096
237 H 12.788 21.676 23.801  C46 1.108
238 H 20.279 22.173 24.732  C84 1.072
239 H 15.329 26.341 16.672  C59 1.118
240 H 16.087 14.391 17.007  C63 1.116
241 H 23.741 23.608 17.967  C42 1.105
242 H 17.492 23.282 21.899  C39 1.105
243 H 26.916 19.158 16.989  C26 1.112
244 H 26.952 23.855 17.763  C54 1.112
245 H 16.751 17.635 12.162  C79 1.106
246 H 16.770 20.675 20.461  C82 1.090
247 H 20.516 25.155 19.820  C53 1.076
248 H 9.497 25.517 14.320  C55 1.075
249 H 26.107 19.887 13.233  C69 1.099
250 H 16.638 15.541 13.221  C41 1.076
251 H 24.959 18.625 19.991  C61 1.081
252 H 22.280 29.370 24.072  C85 1.141
253 H 11.906 21.242 14.741  C43 1.092
254 H 18.626 11.974 19.910  C88 1.118
255 H 21.337 18.954 22.082  C51 1.122
256 H 19.226 17.760 22.084  C87 1.073
257 H 22.387 15.636 19.113  C93 1.074
258 H 17.418 9.800 19.344  C80 1.090
259 H 14.608 23.701 11.878  C74 1.067
260 H 25.092 23.696 25.853  C28 1.052
261 H 16.376 14.944 20.089  C37 1.087
262 H 16.912 15.630 18.024  C63 1.076

Löwdin population analysis, charges in e, atoms 1 to 2: 0.630, 0.676